(1)
{"formula": "C3H14NO3S", "method": "ωB97M-V with the def2-TZVPD basis set", "species": ["C", "C", "S", "C", "N", "H", "H", "H", "H", "H", "H", "H", "H", "H", "H", "O", "H", "H", "O", "H", "H", "O"], "positions_angstrom": [[-1.23, -0.09, 0.99], [-1.44, -0.49, -0.47], [-0.06, -0.02, -1.57], [-0.18, -0.97, 1.68], [0.50, -0.35, 2.81], [-0.89, 0.95, 1.07], [-2.20, -0.15, 1.48], [-1.61, -1.56, -0.55], [-2.35, -0.02, -0.84], [-0.68, -1.89, 2.02], [0.57, -1.26, 0.95], [-0.15, 0.18, 3.38], [1.17, 0.33, 2.45], [0.25, 3.45, -0.83], [-0.40, 2.20, -1.29], [-0.65, 3.12, -1.03], [0.82, -2.39, -1.36], [-0.07, -3.48, -0.77], [0.85, -3.29, -0.99], [1.09, 1.23, -0.13], [2.56, 0.98, 0.08], [1.89, 1.64, 0.32]], "mulliken_charge": [-0.413, -0.771, -0.605, -0.451, -0.733, 0.374, 0.332, 0.214, 0.327, 0.292, 0.340, 0.240, 0.334, 0.312, 0.292, -0.673, 0.279, 0.303, -0.659, 0.086, 0.292, -0.713], "total_charge": -1, "total_energy_ev": -21808.091, "homo_ha": -0.13944, "e_above_lowest_ev": 0.245, "lumo_ev": 3.76, "homo_lumo_gap_ev": 7.553}

=====

(2)
{"formula": "C4H11N2", "method": "ωB97M-V with the def2-TZVPD basis set", "species": ["C", "N", "H", "H", "H", "H", "C", "C", "N", "C", "H", "H", "H", "H", "H", "H", "H"], "positions_angstrom": [[-1.10, -1.90, -0.69], [-0.48, -1.00, -1.68], [-0.54, -2.83, -0.51], [-2.10, -2.17, -1.02], [-1.12, -0.78, -2.42], [-1.20, -1.38, 0.27], [1.39, -0.85, 0.74], [0.99, 0.48, 0.86], [0.13, 1.14, 0.10], [-0.06, 2.50, 0.51], [1.22, -1.48, -0.12], [1.93, -1.23, 1.61], [1.44, 1.01, 1.69], [-0.17, -0.14, -1.22], [0.08, 3.17, -0.35], [-1.07, 2.65, 0.93], [0.65, 2.79, 1.30]], "mulliken_charge": [-0.878, -0.507, 0.257, 0.333, 0.282, 0.314, -0.520, 0.202, -0.132, -0.751, 0.537, 0.262, 0.273, 0.357, 0.332, 0.335, 0.302], "total_charge": 1, "total_energy_ev": -7295.271, "homo_ha": -0.46841, "e_above_lowest_ev": 5.677, "lumo_ev": -8.61, "homo_lumo_gap_ev": 4.133}

=====

(3)
{"formula": "C42H115N10O12V", "method": "ωB97M-V with the def2-TZVPD basis set", "species": ["O", "V", "C", "C", "O", "H", "H", "H", "H", "H", "C", "C", "C", "O", "C", "N", "H", "H", "H", "H", "H", "H", "H", "H", "H", "H", "H", "C", "C", "C", "O", "C", "N", "H", "H", "H", "H", "H", "H", "H", "H", "H", "H", "H", "C", "C", "C", "O", "C", "N", "H", "H", "H", "H", "H", "H", "H", "H", "H", "H", "H", "C", "C", "C", "O", "C", "N", "H", "H", "H", "H", "H", "H", "H", "H", "H", "H", "H", "C", "C", "C", "O", "C", "N", "H", "H", "H", "H", "H", "H", "H", "H", "H", "H", "H", "C", "C", "C", "O", "C", "N", "H", "H", "H", "H", "H", "H", "H", "H", "H", "H", "H", "C", "C", "C", "O", "C", "N", "H", "H", "H", "H", "H", "H", "H", "H", "H", "H", "H", "C", "C", "C", "O", "C", "N", "H", "H", "H", "H", "H", "H", "H", "H", "H", "H", "H", "C", "C", "C", "O", "C", "N", "H", "H", "H", "H", "H", "H", "H", "H", "H", "H", "H", "C", "C", "C", "O", "C", "N", "H", "H", "H", "H", "H", "H", "H", "H", "H", "H", "H"], "positions_angstrom": [[18.92, -31.67, 11.11], [17.98, -30.50, 11.57], [17.11, -28.19, 7.92], [17.36, -29.68, 8.22], [17.50, -30.08, 9.55], [16.87, -27.93, 6.89], [17.90, -27.57, 8.35], [16.16, -28.04, 8.44], [18.31, -29.90, 7.70], [16.59, -30.28, 7.72], [19.74, -25.54, 9.60], [18.40, -24.83, 9.50], [18.38, -23.57, 10.35], [17.05, -23.13, 10.58], [16.99, -21.81, 11.04], [17.96, -24.52, 8.14], [20.53, -25.02, 9.05], [19.75, -26.58, 9.27], [20.09, -25.54, 10.63], [17.61, -25.50, 9.89], [19.01, -22.80, 9.89], [18.81, -23.77, 11.33], [17.40, -21.13, 10.27], [17.62, -21.61, 11.92], [15.96, -21.47, 11.12], [17.14, -23.94, 8.13], [17.75, -25.42, 7.73], [16.56, -31.30, 0.06], [15.86, -31.88, 1.29], [15.91, -30.98, 2.52], [17.25, -30.54, 2.77], [17.37, -30.19, 4.14], [14.45, -32.16, 0.98], [16.51, -32.06, -0.72], [17.64, -31.20, 0.17], [16.11, -30.35, -0.22], [16.26, -32.86, 1.55], [15.53, -31.52, 3.39], [15.31, -30.08, 2.31], [17.16, -31.01, 4.83], [16.89, -29.25, 4.42], [18.43, -30.01, 4.32], [13.93, -31.33, 0.70], [14.51, -32.80, 0.20], [23.57, -29.31, 3.92], [22.12, -29.67, 3.61], [21.15, -28.78, 4.44], [21.22, -29.29, 5.77], [20.53, -28.52, 6.71], [21.87, -29.51, 2.19], [23.77, -29.40, 4.98], [23.74, -28.29, 3.57], [24.31, -29.93, 3.40], [21.86, -30.69, 3.91], [20.12, -28.88, 4.08], [21.48, -27.74, 4.40], [20.52, -29.07, 7.65], [19.51, -28.23, 6.44], [21.08, -27.61, 6.97], [22.07, -28.54, 1.96], [20.86, -29.51, 2.04], [13.85, -28.65, 10.21], [13.56, -27.92, 11.51], [12.06, -27.85, 11.89], [11.47, -27.02, 10.90], [10.20, -26.43, 11.19], [14.23, -28.70, 12.56], [13.66, -28.02, 9.34], [13.24, -29.55, 10.08], [14.90, -28.97, 10.21], [13.99, -26.92, 11.53], [11.88, -27.51, 12.91], [11.58, -28.83, 11.85], [9.64, -26.20, 10.28], [10.39, -25.49, 11.71], [9.68, -27.07, 11.90], [13.83, -29.64, 12.48], [13.98, -28.34, 13.48], [19.66, -33.07, 8.25], [20.29, -33.64, 6.97], [21.57, -32.91, 6.64], [21.98, -33.34, 5.36], [23.26, -32.88, 5.01], [20.54, -35.08, 7.27], [19.39, -32.02, 8.19], [20.23, -33.27, 9.16], [18.71, -33.60, 8.36], [19.49, -33.57, 6.23], [22.35, -33.17, 7.37], [21.41, -31.82, 6.67], [23.35, -31.79, 4.89], [23.55, -33.20, 4.01], [23.99, -33.19, 5.76], [20.72, -35.54, 6.38], [19.67, -35.51, 7.55], [15.81, -33.06, 10.01], [15.15, -32.03, 10.92], [13.88, -32.51, 11.57], [13.40, -31.49, 12.41], [12.11, -31.69, 12.99], [16.19, -31.68, 11.95], [16.76, -32.69, 9.63], [15.21, -33.38, 9.16], [15.98, -34.00, 10.55], [14.95, -31.12, 10.35], [14.09, -33.47, 12.06], [13.11, -32.69, 10.82], [12.06, -32.68, 13.43], [11.31, -31.58, 12.25], [11.96, -30.86, 13.68], [16.41, -32.60, 12.34], [15.64, -31.27, 12.72], [15.28, -20.55, 7.89], [15.51, -22.06, 7.67], [14.55, -22.96, 8.43], [14.94, -24.33, 8.35], [14.52, -25.13, 9.44], [15.52, -22.26, 6.22], [15.96, -19.99, 7.26], [15.29, -20.24, 8.93], [14.27, -20.29, 7.55], [16.54, -22.19, 8.00], [13.56, -22.87, 7.98], [14.56, -22.64, 9.48], [13.44, -25.28, 9.43], [14.84, -24.68, 10.38], [15.00, -26.10, 9.33], [15.32, -23.18, 5.85], [14.84, -21.64, 5.79], [12.94, -31.14, 4.10], [12.94, -32.02, 5.35], [14.28, -32.17, 6.05], [15.11, -32.97, 5.25], [16.36, -33.32, 5.82], [11.97, -31.53, 6.35], [13.34, -30.17, 4.37], [11.94, -31.05, 3.67], [13.54, -31.56, 3.29], [12.65, -33.02, 5.02], [14.24, -32.74, 7.00], [14.70, -31.18, 6.30], [16.97, -33.77, 5.04], [16.12, -34.07, 6.59], [16.87, -32.47, 6.27], [12.28, -30.60, 6.61], [11.07, -31.39, 5.90], [14.32, -27.35, 4.28], [14.00, -26.50, 5.49], [13.42, -27.32, 6.66], [12.21, -27.97, 6.30], [11.41, -28.33, 7.41], [15.22, -25.78, 5.94], [14.59, -26.79, 3.39], [13.47, -27.98, 4.00], [15.08, -28.09, 4.58], [13.27, -25.75, 5.20], [13.19, -26.61, 7.47], [14.15, -28.02, 7.09], [11.77, -29.21, 7.95], [10.42, -28.59, 7.02], [11.30, -27.48, 8.09], [15.74, -26.44, 6.51], [15.01, -25.04, 6.61], [18.98, -25.41, 5.18], [18.65, -24.91, 3.78], [18.09, -25.96, 2.84], [19.13, -26.93, 2.65], [18.72, -27.79, 1.62], [17.68, -23.82, 3.90], [18.11, -25.68, 5.78], [19.60, -24.71, 5.75], [19.57, -26.34, 5.09], [19.57, -24.53, 3.33], [17.76, -25.55, 1.89], [17.21, -26.43, 3.32], [19.34, -28.68, 1.71], [18.87, -27.37, 0.62], [17.68, -28.12, 1.70], [18.04, -23.14, 4.56], [16.81, -24.13, 4.30]], "mulliken_charge": [-0.459, 0.981, 1.967, 0.618, 0.133, -0.681, -0.607, -0.980, -0.105, -0.339, -1.611, 1.624, -1.306, -0.041, -1.039, -0.410, 0.293, 0.166, 0.460, -0.246, 0.473, 0.464, 0.370, 0.369, 0.309, 0.136, -0.377, -1.390, 0.137, 0.326, -0.315, 1.062, -0.581, 0.474, 0.234, 0.284, 0.333, -0.678, 0.255, -0.470, 0.069, -0.306, 0.210, 0.310, -1.738, 0.723, 0.383, -0.349, -0.556, -0.616, 0.288, 0.469, 0.401, 0.000, -0.508, 0.290, 0.383, -0.022, 0.404, 0.400, 0.057, 0.056, 0.367, -0.706, -0.153, -0.912, -0.535, -0.178, 0.527, -0.359, -0.013, 0.494, 0.299, 0.245, 0.315, 0.350, 0.111, 0.368, -1.149, 1.058, -0.313, -0.312, -0.773, -0.871, -0.018, 0.368, 0.175, -0.113, 0.418, -0.007, 0.176, 0.276, 0.430, 0.306, 0.249, -1.709, 2.403, -1.294, -0.395, -0.977, -0.058, 0.282, 0.389, 0.482, -1.350, 0.455, 0.520, 0.349, 0.345, 0.303, 0.315, 0.311, -1.771, 0.799, -1.216, 0.934, -1.243, -0.523, 0.425, 0.368, 0.455, 0.164, 0.478, 0.339, 0.761, 0.722, -0.502, 0.082, 0.283, -0.933, 0.258, 0.307, -0.450, -0.557, -0.755, 0.065, 0.565, 0.002, 0.454, 0.196, -0.395, 0.354, 0.471, -0.149, 0.066, 0.348, -1.497, -0.167, 0.503, -0.526, -0.679, 0.637, 0.603, 0.592, -0.062, 0.608, 0.035, 0.098, 0.074, 0.407, 0.283, -1.246, 0.145, 0.893, 0.290, -0.348, -0.217, -0.188, -0.802, -0.637, 0.492, -0.830, 0.421, 0.542, -0.307, -0.370, 0.343, 0.300, 0.338, 0.196], "total_charge": 1, "total_energy_ev": -110564.169, "homo_ha": [-0.36653, -0.36653], "e_above_lowest_ev": 0.267, "lumo_ev": [-5.67, -5.50], "homo_lumo_gap_ev": [4.306, 4.477], "multiplicity": 2}